# 1
Below is one molecule with the formula C21H24N2O7, with properties calculated with ωB97M-V with the def2-TZVPD basis set.

Structure (ORCA input):
```
! wB97M-V def2-TZVPD RIJCOSX def2/J DEFGRID3
* xyz 0 1
C -1.450 3.432 5.330
C -1.388 2.578 4.072
O -0.482 1.481 4.220
C 0.806 1.743 4.030
O 1.290 2.831 3.893
C 1.628 0.452 4.129
N 1.287 -0.459 3.065
C 1.576 -1.878 3.166
C 0.791 -2.460 2.009
C 1.156 -3.656 1.160
C 0.032 -3.960 0.521
C -1.009 -2.986 1.035
O -0.559 -2.740 2.357
C -0.736 -1.594 0.379
C -0.721 -1.569 -1.143
O -0.937 -2.547 -1.827
N -0.431 -0.328 -1.598
C -0.295 0.124 -2.915
C -0.528 -0.681 -4.019
C -0.376 -0.163 -5.301
O -0.581 -0.873 -6.446
C -0.975 -2.220 -6.333
C 0.008 1.164 -5.460
C 0.242 1.970 -4.359
C 0.096 1.465 -3.078
O 0.303 2.163 -1.915
C 0.702 3.508 -1.997
C 0.629 -1.278 1.003
C 0.730 -0.062 1.902
O 0.395 1.069 1.624
H -2.193 4.214 5.201
H -1.722 2.822 6.188
H -0.483 3.892 5.514
H -2.354 2.115 3.861
H -1.066 3.177 3.215
H 1.404 -0.024 5.089
H 2.692 0.719 4.090
H 1.218 -2.275 4.118
H 2.651 -2.071 3.067
H 2.141 -4.066 1.066
H -0.155 -4.692 -0.237
H -2.044 -3.311 1.012
H -1.489 -0.889 0.744
H -0.256 0.401 -0.913
H -0.824 -1.701 -3.848
H -1.935 -2.316 -5.816
H -1.077 -2.583 -7.355
H -0.222 -2.817 -5.809
H 0.122 1.556 -6.458
H 0.539 2.994 -4.516
H 1.660 3.611 -2.518
H 0.813 3.838 -0.966
H -0.053 4.121 -2.499
H 1.431 -1.243 0.262
*
```

- Structure (SMILES): CCOC(=O)CN1C[C@@]23C=C[C@@H](O2)[C@H](C(=O)Nc2cc(OC)ccc2OC)[C@H]3C1=O
- HOMO: -0.2817 Eh
- Kohn-Sham gap: 8.300 eV

=====

# 2
Below is C21H24N2OP2SSn as an isolated structure, with properties calculated with ωB97M-V with the def2-TZVPD basis set.

Structure (ORCA input):
```
! wB97M-V def2-TZVPD RIJCOSX def2/J DEFGRID3
* xyz 2 1
C -1.527 3.356 -1.907
C -1.341 2.043 -1.497
C -0.010 1.495 -1.432
C 1.086 2.324 -1.789
C 0.858 3.627 -2.213
C -0.429 4.144 -2.258
C 2.493 1.807 -1.782
C 2.514 0.307 -1.716
C 1.353 -0.435 -1.384
C 1.391 -1.871 -1.443
C 2.572 -2.516 -1.780
C 3.702 -1.764 -2.105
C 3.660 -0.373 -2.105
H -2.535 3.780 -1.920
H 1.716 4.244 -2.492
H -0.581 5.181 -2.558
H 2.942 2.097 -2.722
H 2.613 -3.609 -1.769
H 4.625 -2.272 -2.367
H 4.536 0.207 -2.408
N 0.211 0.220 -0.940
Sn -0.255 -0.169 1.677
C -2.522 1.249 -0.978
H -2.600 0.273 -1.460
H -3.469 1.762 -1.182
C 0.202 -2.699 -0.991
H -0.715 -2.418 -1.517
H 0.349 -3.768 -1.207
P -2.378 0.997 0.829
P -0.084 -2.526 0.809
C 1.306 -3.320 1.626
H 1.299 -3.113 2.701
H 1.280 -4.408 1.490
H 2.259 -2.957 1.230
C -1.630 -3.295 1.316
H -1.601 -4.370 1.101
H -1.800 -3.149 2.390
H -2.484 -2.857 0.783
C -2.439 2.651 1.557
H -3.405 3.142 1.368
H -2.280 2.591 2.643
H -1.646 3.284 1.136
C -3.778 0.040 1.452
H -3.760 0.004 2.548
H -4.721 0.494 1.123
H -3.738 -0.992 1.083
C 2.373 -0.170 2.680
O 3.299 -0.287 3.329
H 3.120 2.294 -1.071
S -1.233 -0.688 4.065
C 0.129 -0.032 4.771
N 1.073 0.443 5.287
*
```

- HOMO (alpha / beta): -0.5370 / -0.5140 Eh
- Kohn-Sham gap (alpha / beta): 6.453 / 5.347 eV

=====

# 3
Below is C21H24N3OSe2Ti as an isolated structure, with properties calculated with ωB97M-V with the def2-TZVPD basis set.

Structure (ORCA input):
```
! wB97M-V def2-TZVPD RIJCOSX def2/J DEFGRID3
* xyz 1 3
Ti -0.382 0.315 -1.696
C -1.871 2.970 -4.797
Se -1.161 1.270 -4.183
C -2.780 0.785 -3.149
C -3.252 1.860 -2.174
Se -2.128 2.049 -0.600
C -3.120 0.878 0.588
H -2.856 2.778 -5.213
H -1.204 3.311 -5.584
H -1.904 3.710 -4.005
H -2.618 -0.171 -2.618
H -3.545 0.525 -3.881
H -4.262 1.646 -1.824
H -3.275 2.834 -2.651
H -4.027 1.377 0.913
H -2.458 0.684 1.429
H -3.330 -0.063 0.088
N 3.075 -1.727 7.735
C 2.710 -1.513 6.667
C 2.248 -1.252 5.315
C 0.887 -1.108 5.074
C 0.449 -0.872 3.782
C 1.361 -0.763 2.736
C 2.723 -0.902 2.994
C 3.170 -1.154 4.280
C 0.891 -0.504 1.342
C -0.006 -1.426 0.813
C -0.369 -2.693 1.358
C -1.201 -3.293 0.466
C -1.342 -2.391 -0.617
N -0.657 -1.271 -0.428
C 1.432 0.639 0.714
C 2.249 1.636 1.277
C 2.553 2.535 0.275
C 1.915 2.065 -0.879
N 1.237 0.932 -0.635
H 0.179 -1.181 5.888
H -0.610 -0.761 3.590
H 3.438 -0.831 2.184
H 4.225 -1.276 4.481
H -0.015 -3.101 2.291
H -1.653 -4.269 0.548
H -1.947 -2.534 -1.505
H 2.573 1.691 2.304
H 3.163 3.418 0.368
H 1.915 2.491 -1.873
C 1.921 -1.050 -3.687
O 0.620 -1.167 -3.057
H 1.799 -1.050 -4.767
H 2.547 -1.873 -3.354
H 2.341 -0.111 -3.340
H 0.350 -2.091 -2.985
*
```

- HOMO (alpha / beta): -0.3627 / -0.3891 Eh
- Kohn-Sham gap (alpha / beta): 6.250 / 6.890 eV

=====

# 4
Below is one molecule with the formula C21H24N4O3, with properties calculated with ωB97M-V with the def2-TZVPD basis set.

Structure (ORCA input):
```
! wB97M-V def2-TZVPD RIJCOSX def2/J DEFGRID3
* xyz 0 1
C -6.255 -2.208 -0.662
C -5.760 -0.792 -0.491
C -6.377 0.338 -1.205
C -6.152 1.534 -0.958
C -5.240 1.695 -0.121
C -4.675 0.781 0.793
C -3.712 1.182 1.825
C -5.027 -0.588 0.625
O -4.323 -1.458 1.047
C -3.322 -2.109 0.365
C -2.046 -1.292 0.241
C -1.029 -0.802 1.017
C -0.381 0.093 0.161
C 0.990 0.567 0.615
O 1.339 0.221 1.976
N 1.706 1.310 0.038
C 1.376 1.765 -1.307
C 2.781 2.119 0.709
C 4.046 1.210 0.423
C 5.071 1.164 -0.311
C 5.846 0.104 -0.435
C 7.015 -0.561 -0.705
C 7.367 -2.039 -0.925
C 8.128 -1.134 -0.027
N 5.315 -0.729 0.750
N 4.170 -0.226 1.087
N -0.928 0.119 -0.935
O -2.041 -0.371 -0.801
H -6.193 -2.768 0.159
H -7.349 -2.223 -0.983
H -5.766 -2.554 -1.677
H -7.263 0.097 -2.016
H -6.566 2.211 -1.442
H -4.937 2.794 0.284
H -3.407 0.214 2.421
H -4.121 2.058 2.376
H -2.550 1.555 1.324
H -3.543 -2.562 -0.357
H -3.121 -2.913 1.321
H -0.781 -1.310 2.020
H 0.622 1.422 -1.804
H 1.240 2.946 -1.355
H 2.223 1.525 -2.093
H 3.100 2.999 0.335
H 2.711 2.225 1.640
H 5.417 1.872 -1.375
H 7.503 0.343 -1.551
H 6.537 -2.790 -0.663
H 7.797 -2.396 -1.892
H 7.836 -1.427 0.934
H 9.192 -1.007 -0.144
H 3.533 -0.200 1.750
*
```

- Structure (SMILES): Cc1cccc(C)c1OCc1cc(C(=O)N(C)Cc2cc(C3CC3)n[nH]2)no1
- HOMO: -0.2842 Eh
- Kohn-Sham gap: 8.114 eV

=====

# 5
Below is one molecule with the formula C21H24N4O5S, with properties calculated with ωB97M-V with the def2-TZVPD basis set.

Structure (ORCA input):
```
! wB97M-V def2-TZVPD RIJCOSX def2/J DEFGRID3
* xyz 0 1
C -7.672 0.806 -2.100
C -7.636 1.157 -0.619
O -6.303 1.384 -0.168
C -5.580 0.296 0.146
O -6.013 -0.828 0.084
C -4.203 0.644 0.579
C -3.777 1.967 0.658
C -2.483 2.241 1.061
C -1.617 1.213 1.383
C -2.040 -0.115 1.306
N -1.108 -1.095 1.647
C -1.226 -2.440 1.562
O -2.203 -3.059 1.211
C 0.061 -3.156 1.980
S 1.312 -3.143 0.653
C 2.025 -1.579 0.904
N 1.613 -0.660 1.740
N 2.446 0.386 1.637
C 3.358 0.107 0.742
C 4.432 0.993 0.378
C 5.091 1.124 -0.882
C 6.013 2.103 -0.714
O 5.979 2.582 0.545
C 5.015 1.924 1.209
C 4.752 2.261 2.628
N 3.140 -1.156 0.241
C 3.886 -1.931 -0.711
C 3.183 -2.000 -2.068
O 3.204 -0.726 -2.664
C 2.476 -0.665 -3.865
C -3.339 -0.398 0.904
H -7.189 1.587 -2.684
H -8.703 0.703 -2.426
H -7.153 -0.134 -2.268
H -8.165 2.093 -0.423
H -8.078 0.347 -0.030
H -4.457 2.764 0.405
H -2.143 3.264 1.125
H -0.604 1.428 1.692
H -0.179 -0.733 1.902
H 0.516 -2.707 2.862
H -0.159 -4.210 2.148
H 4.856 0.598 -1.784
H 6.728 2.537 -1.384
H 4.492 3.314 2.720
H 5.639 2.080 3.235
H 3.924 1.658 2.987
H 4.872 -1.478 -0.825
H 3.988 -2.949 -0.320
H 2.146 -2.343 -1.930
H 3.703 -2.732 -2.705
H 2.560 0.358 -4.225
H 1.421 -0.912 -3.701
H 2.889 -1.354 -4.613
H -3.690 -1.416 0.835
*
```

- Structure (SMILES): CCOC(=O)c1cccc(NC(=O)CSc2nnc(-c3ccoc3C)n2CCOC)c1
- HOMO: -0.3050 Eh
- Kohn-Sham gap: 8.788 eV

=====

# 6
Below is C21H24O6RhSSbSe as an isolated structure, with properties calculated with ωB97M-V with the def2-TZVPD basis set.

Structure (ORCA input):
```
! wB97M-V def2-TZVPD RIJCOSX def2/J DEFGRID3
* xyz -2 5
Rh -0.083 0.644 2.051
O -0.792 -1.542 -1.489
C -0.100 -1.156 -0.538
O -0.076 0.028 -0.106
C 0.803 -2.147 0.153
C 1.813 -2.771 -0.555
C 2.647 -3.692 0.060
C 2.447 -4.009 1.395
C 1.449 -3.387 2.114
C 0.620 -2.430 1.516
S -0.648 -1.726 2.480
H 1.934 -2.536 -1.606
H 3.439 -4.177 -0.497
H 3.076 -4.754 1.867
H 1.292 -3.619 3.157
C -5.672 1.724 -0.231
C -4.398 2.009 -0.999
Sb -2.852 0.404 -0.920
C -1.620 1.629 -2.259
C -0.900 2.738 -1.518
C -3.862 -0.712 -2.568
C -4.527 -1.940 -1.986
H -6.394 2.543 -0.330
H -5.445 1.598 0.826
H -6.152 0.814 -0.592
H -3.922 2.896 -0.584
H -4.618 2.194 -2.053
H -2.261 2.038 -3.046
H -0.900 0.946 -2.704
H -1.606 3.463 -1.116
H -0.192 3.266 -2.165
H -0.346 2.314 -0.683
H -3.110 -0.996 -3.299
H -4.593 -0.066 -3.054
H -3.777 -2.553 -1.492
H -5.029 -2.551 -2.743
H -5.269 -1.647 -1.245
O 2.738 2.163 4.945
C 2.204 1.592 3.994
O 1.028 1.149 3.948
C 3.059 1.319 2.743
C 4.414 1.068 2.883
C 5.213 0.709 1.803
C 4.586 0.598 0.586
O 5.137 0.278 -0.644
C 4.040 0.238 -1.533
O 2.906 0.764 -0.909
C 3.228 0.872 0.425
C 2.437 1.237 1.490
H 4.850 1.154 3.867
H 6.271 0.528 1.910
H 3.855 -0.813 -1.830
H 4.280 0.825 -2.435
H 1.363 1.520 1.355
Se -1.984 1.962 2.160
*
```

- HOMO (alpha / beta): -0.0563 / -0.0632 Eh
- Kohn-Sham gap (alpha / beta): 6.114 / 6.254 eV

=====

# 7
Below is one molecule with the formula C21H25ClN4O2S, with properties calculated with ωB97M-V with the def2-TZVPD basis set.

Structure (ORCA input):
```
! wB97M-V def2-TZVPD RIJCOSX def2/J DEFGRID3
* xyz 0 1
N -5.162 -2.413 -2.777
C -4.878 -2.862 -1.764
C -4.525 -3.464 -0.505
C -3.065 -3.200 -0.096
N -2.934 -1.924 0.578
C -2.972 -0.802 -0.346
C -2.896 0.524 0.420
N -1.730 0.626 1.286
C -0.518 0.876 0.510
C 0.784 0.731 1.322
N 1.945 0.841 0.463
S 2.142 -0.446 -0.607
O 1.485 -1.598 -0.062
O 1.815 -0.036 -1.944
C 3.909 -0.669 -0.490
C 4.420 -1.443 0.533
C 5.790 -1.594 0.657
C 6.625 -0.960 -0.254
Cl 8.331 -1.143 -0.105
C 6.110 -0.185 -1.285
C 4.738 -0.040 -1.399
C -0.568 2.289 -0.028
C -1.017 3.323 0.786
C -1.025 4.625 0.322
C -0.574 4.910 -0.957
C -0.121 3.886 -1.771
C -0.119 2.579 -1.310
C -1.732 -0.531 2.161
C -1.733 -1.860 1.401
H -4.690 -4.541 -0.600
H -5.186 -3.073 0.273
H -2.406 -3.278 -0.979
H -2.770 -3.978 0.612
H -3.911 -0.832 -0.901
H -2.148 -0.864 -1.079
H -2.890 1.356 -0.287
H -3.779 0.616 1.058
H -0.411 0.178 -0.338
H 0.855 -0.262 1.764
H 0.844 1.491 2.103
H 1.948 1.709 -0.059
H 3.737 -1.928 1.212
H 6.211 -2.197 1.446
H 6.777 0.294 -1.985
H 4.298 0.541 -2.193
H -1.375 3.085 1.776
H -1.383 5.421 0.958
H -0.579 5.928 -1.319
H 0.228 4.102 -2.770
H 0.232 1.782 -1.950
H -0.892 -0.483 2.853
H -2.655 -0.468 2.746
H -1.763 -2.685 2.118
H -0.813 -1.955 0.801
*
```

- Structure (SMILES): N#CCCN1CCN([C@H](CNS(=O)(=O)c2ccc(Cl)cc2)c2ccccc2)CC1
- HOMO: -0.3102 Eh
- Kohn-Sham gap: 8.814 eV

=====

# 8
Below is C21H25CoN3O2S7 as an isolated structure, with properties calculated with ωB97M-V with the def2-TZVPD basis set.

Structure (ORCA input):
```
! wB97M-V def2-TZVPD RIJCOSX def2/J DEFGRID3
* xyz 1 5
Co 1.010 0.123 -0.149
C -3.237 -2.693 1.864
C -2.189 -3.736 1.836
N -0.834 -3.109 1.754
C -0.067 -3.098 3.035
C -0.590 -2.094 4.003
C -0.437 -2.395 0.699
S 1.232 -1.844 0.794
N -1.215 -2.304 -0.364
C -1.037 -1.532 -1.368
O -0.190 -0.574 -1.597
C -2.130 -1.588 -2.372
C -2.291 -0.584 -3.308
C -3.257 -0.676 -4.258
C -4.153 -1.722 -4.297
C -4.135 -2.679 -3.278
C -3.078 -2.657 -2.389
H -4.194 -3.134 2.061
H -3.298 -2.193 0.942
H -3.051 -1.862 2.533
H -2.268 -4.428 1.001
H -2.137 -4.261 2.796
H 0.998 -2.961 2.746
H -0.197 -4.116 3.389
H -0.655 -1.087 3.693
H 0.076 -2.019 4.910
H -1.589 -2.370 4.352
H -1.680 0.266 -3.233
H -3.332 0.026 -5.100
H -4.845 -1.807 -5.091
H -4.970 -3.405 -3.173
H -2.991 -3.416 -1.649
S 0.271 2.214 0.028
C -0.025 2.599 1.701
N -0.947 3.555 1.945
C -1.242 4.071 3.187
C -0.415 3.680 4.263
C 0.558 2.654 4.064
C 0.774 2.212 2.788
H -1.378 3.942 1.095
H -1.989 4.849 3.301
H -0.512 4.194 5.217
H 1.118 2.299 4.897
H 1.490 1.386 2.621
C 5.607 1.680 -0.486
S 6.348 2.881 -1.583
C 5.148 3.069 -2.757
C 4.408 2.083 -3.443
S 4.738 0.388 -3.472
S 3.006 2.628 -4.349
C 3.339 4.334 -4.195
S 2.418 5.569 -4.796
S 4.757 4.725 -3.157
H 5.050 0.898 -1.066
H 4.911 2.201 0.112
H 6.343 1.248 0.108
O 2.241 0.441 -1.948
H 1.580 -0.001 -2.557
H 3.129 0.130 -2.301
*
```

- HOMO (alpha / beta): -0.3803 / -0.4013 Eh
- Kohn-Sham gap (alpha / beta): 6.827 / 6.003 eV

=====

# 9
Below is C21H25F2FeN2O8S2 as an isolated structure, with properties calculated with ωB97M-V with the def2-TZVPD basis set.

Structure (ORCA input):
```
! wB97M-V def2-TZVPD RIJCOSX def2/J DEFGRID3
* xyz -2 6
Fe 0.216 -1.217 0.049
O -0.070 -5.473 1.695
C 1.218 -5.630 2.036
C 1.643 -6.900 2.437
C 2.959 -7.120 2.793
C 3.883 -6.079 2.756
C 3.462 -4.820 2.364
C 2.141 -4.571 2.005
C 1.707 -3.199 1.595
O 0.477 -3.038 1.251
N 2.595 -2.246 1.656
N 1.977 -1.066 1.275
C 2.599 0.018 1.533
C 2.005 1.334 1.406
C 2.825 2.443 1.631
C 2.322 3.728 1.700
C 0.940 3.900 1.586
C 0.106 2.827 1.372
C 0.599 1.503 1.223
O -0.219 0.534 0.987
H -0.147 -4.519 1.403
H 0.912 -7.700 2.450
H 3.271 -8.114 3.095
H 4.918 -6.251 3.027
H 4.151 -3.987 2.320
H 3.602 -0.053 1.956
H 3.889 2.273 1.761
H 2.979 4.574 1.861
H 0.514 4.896 1.666
H -0.966 2.960 1.299
O 0.962 -1.289 -3.599
S 1.525 -1.197 -2.270
O 2.965 -1.037 -2.227
O 1.082 -2.367 -1.407
O 0.855 -0.060 -1.477
C -1.348 4.655 -3.566
C -0.308 3.551 -3.408
C -0.460 2.733 -2.136
S -1.867 1.559 -2.218
O -2.451 1.658 -3.601
C -3.006 2.491 -1.159
C -4.348 1.780 -1.082
C -5.338 2.531 -0.200
H -1.147 5.262 -4.453
H -1.348 5.322 -2.697
H -2.342 4.220 -3.674
H 0.697 3.983 -3.402
H -0.363 2.877 -4.265
H -0.595 3.365 -1.257
H 0.405 2.091 -1.971
H -3.105 3.500 -1.570
H -2.537 2.539 -0.174
H -4.187 0.771 -0.697
H -4.745 1.675 -2.095
H -4.962 2.621 0.822
H -6.300 2.015 -0.156
H -5.516 3.542 -0.578
F -2.709 -1.156 -0.731
C -1.794 -1.871 0.040
F -2.342 -1.861 1.325
H -1.880 -2.910 -0.307
*
```

- HOMO (alpha / beta): -0.0892 / -0.0920 Eh
- Kohn-Sham gap (alpha / beta): 6.896 / 6.972 eV